Computed, not measured: a structure of composition C47H45CaGeIN10O2Se, with ωB97M-V with the def2-TZVPD basis set.

Last column: Mulliken charge in e.
Geometry (Å):
C  -1.30474  -5.60967  -7.53982  -0.918
H  -4.42640  -1.00918  -2.80599  0.570
H  2.31152  -5.16653  -0.21374  0.556
H  4.23243  5.28924  -0.62772  0.344
C  1.09296  -0.91726  4.33156  -0.436
C  3.82872  3.34918  -3.30816  -0.975
H  5.99205  -5.76578  3.04992  0.354
H  4.20079  -1.11046  2.99020  -0.024
H  -0.87053  -4.93020  3.20087  0.553
C  0.16988  5.14602  2.89943  -0.961
C  2.97723  -4.31176  3.62405  -0.702
C  1.92145  0.11950  4.68684  -0.666
C  -3.02091  -5.85188  0.71074  -0.689
H  -1.50178  5.44839  4.21411  0.387
H  -3.61409  -4.60749  -0.96136  0.546
H  2.53214  -0.73951  -3.65253  0.104
H  1.68694  4.58788  1.50249  0.569
C  -2.45614  -0.75517  -1.99914  -0.643
C  -1.98435  -2.29377  -0.19918  -0.049
C  -0.08010  3.40426  1.22713  -0.272
H  2.80053  -5.34279  3.31534  0.364
H  3.11567  1.76224  3.92949  0.489
N  1.17921  -0.23615  2.05257  0.866
N  -1.32898  -0.03347  -2.02354  0.922
C  -0.76769  -2.43608  1.67348  -0.611
C  2.20716  2.80348  -1.61623  0.842
C  3.33878  1.13368  -3.00066  0.265
O  1.91704  0.47022  -1.26400  0.271
C  -1.85514  3.87606  2.80709  -0.580
C  4.92017  -1.77712  3.46640  -0.769
N  -3.90519  -5.63120  -9.88398  -0.510
C  1.28006  3.28666  -0.61454  -1.774
H  3.50304  5.78618  -2.77444  0.373
I  -2.58878  1.66914  0.94231  0.269
N  0.49310  2.62690  0.17887  0.525
H  1.78754  -4.34707  -5.08970  0.472
H  5.92614  -1.44229  3.21007  0.409
C  3.49704  -0.30279  -3.38355  -0.728
C  4.56599  -3.53232  0.88949  -1.196
H  -1.75185  -3.01945  -3.23788  0.723
H  4.18465  -0.37535  -4.22291  0.445
H  2.20037  0.26047  5.72336  0.424
C  -2.48234  -4.93357  -7.84253  0.501
C  -1.46727  -4.87952  2.29971  0.139
N  -0.21712  -3.79228  -4.52214  0.217
H  0.78047  5.91850  3.34785  0.398
H  -3.62724  -6.69777  0.41301  0.419
H  2.34619  -3.36222  -2.58624  0.382
H  -3.81212  -3.34320  -7.29094  0.439
H  4.70948  -4.50098  0.40939  0.454
H  6.24919  -4.76148  4.47837  0.356
H  3.05244  -4.29218  4.71281  0.464
H  -0.25252  1.52458  -2.84439  0.331
C  -2.90266  -3.87225  -7.04243  -0.909
C  1.39780  -3.44465  -3.09170  -1.009
C  1.14291  -3.94908  -4.32726  -0.278
H  7.06833  -4.36714  2.96483  0.355
C  2.42736  0.96199  3.69809  -0.926
C  2.89259  5.25056  -2.04229  -1.152
H  1.55450  -4.60412  1.30526  0.154
H  2.42755  1.33212  1.57837  0.417
C  -1.09962  4.88322  3.38420  -0.650
N  -0.03613  -2.20897  2.70974  -0.223
C  0.67596  4.40675  1.84379  0.059
H  -2.28223  -6.85611  2.45320  0.423
H  0.34211  -5.77801  -6.18432  0.430
C  -1.35320  3.14066  1.74231  -0.036
H  2.11708  -3.70679  3.33257  -0.189
H  -2.45781  -2.64115  -5.35217  0.555
C  0.72566  -1.08228  2.98378  -0.529
C  -2.14868  -3.48689  -5.95108  -0.292
C  -3.26984  -5.32272  -8.97777  0.054
H  0.71286  -1.62590  5.05300  0.555
C  -1.20558  1.00382  -2.86443  -0.471
C  -3.52641  -0.41259  -2.84867  -0.790
C  -0.70236  -3.21400  -3.38358  -0.845
H  -2.84320  3.65660  3.18815  0.410
H  4.79370  -1.69425  4.54638  0.354
C  -2.22706  -3.64937  0.36761  0.010
N  3.99333  2.05185  -3.65704  -0.697
N  -2.62856  -1.91003  -1.25594  -0.153
C  -2.20966  1.38333  -3.72908  -0.924
Ge  4.62998  -3.60965  2.85692  0.485
C  1.80152  -4.34047  0.28043  -0.564
Se  2.91081  -2.74974  0.20549  0.041
C  -0.55705  -5.23558  -6.43905  -0.515
C  2.03658  0.73754  2.39663  -0.629
H  1.27543  4.37098  -0.52484  0.858
N  0.23597  -2.98739  -2.50810  0.181
H  5.37218  -2.88260  0.54418  0.479
Ca  0.13917  0.15540  -0.10866  2.042
H  -0.98232  -6.43352  -8.16114  0.444
H  -2.06739  2.22094  -4.39674  0.500
C  -0.97723  -4.17471  -5.64354  0.844
N  -1.11400  -1.63333  0.61610  0.143
C  6.13816  -4.74135  3.39400  -1.213
H  3.86204  -0.89557  -2.54168  0.088
H  4.42530  4.06583  -3.86190  0.316
C  -3.01982  -4.69622  -0.06177  -0.129
C  -1.47105  -3.73882  1.51979  0.048
C  -3.40102  0.65912  -3.70052  -0.504
C  2.96110  3.77652  -2.34077  0.898
H  1.87776  5.64274  -2.12639  0.391
C  2.44690  1.43754  -1.90320  -0.139
O  3.31303  5.56604  -0.71295  -0.504
H  -4.22182  0.93064  -4.35257  0.446
H  0.89020  -4.10692  -0.26838  -0.158
C  -2.25559  -5.94239  1.87325  -0.786

F_max (eV Å⁻¹): 0.4
Calculated total energy (eV): -216871.969
E_LUMO (eV): -0.42
Kohn-Sham gap (eV): 7.25
Energy relative to the best compared isomer or geometry (same formula, charge and spin) (kcal per mole): 7.5